{
  "formula": "C4H11NO2",
  "method": "the ωB97M-V functional and the def2-TZVPD basis",
  "molar_mass_g_mol": 105.1,
  "gap_ev": 9.973,
  "relative_energy_ev": 1.8460,
  "total_energy_ha": -364.20033,
  "multiplicity": 1,
  "smiles": "CCNCC=O.O",
  "e_homo_ev": -9.135,
  "elements": ["C", "C", "N", "C", "C", "O", "H", "H", "H", "H", "H", "H", "H", "H", "H", "O", "H", "H"],
  "coordinates": [[-1.052, 2.132, -1.686], [0.004, 1.071, -1.385], [-0.552, -0.261, -1.688], [0.448, -1.283, -1.842], [0.999, -1.739, -0.476], [0.351, -1.793, 0.519], [-1.853, 1.982, -0.953], [-1.549, 2.013, -2.650], [-0.698, 3.151, -1.542], [0.195, 1.118, -0.319], [0.854, 1.239, -2.035], [-1.163, -0.165, -2.487], [-0.027, -2.135, -2.330], [1.330, -0.970, -2.416], [2.104, -1.857, -0.530], [-0.180, 1.236, 5.568], [0.096, 1.397, 4.664], [0.420, 0.609, 5.988]]
}